# 1
ORCA calculation (ωB97M-V/def2-TZVPD) on a 2-piece molecular cluster, C2H5NO2 overall in a non-equilibrium geometry.

```
! RIJCOSX wB97M-V def2-TZVPD def2/J DEFGRID3
* xyz 0 1
C 1.599 -1.088 -0.457
N 0.374 -0.835 -0.451
H 2.279 -0.365 -0.907
H 2.013 -2.004 -0.041
H -0.246 -1.490 0.044
H -0.189 0.452 -0.519
O -0.649 1.411 -0.382
C -1.461 1.328 0.631
O -1.728 0.327 1.237
H -1.992 2.264 0.845
*
```

Calculated values
* HOMO level: -9.865 eV
* largest force on an atom: 1.3 eV Å⁻¹
* frontier orbital gap: 0.3825 Eh

***

# 2
ORCA calculation (ωB97M-V/def2-TZVPD) on a 10-piece molecular cluster, C39H70N9O overall in a non-equilibrium geometry.

```
! RIJCOSX wB97M-V def2-TZVPD def2/J DEFGRID3
* xyz -1 1
C -0.384 0.220 1.410
C -0.195 -0.909 0.399
C 0.605 -0.414 -0.849
O 0.305 -2.023 0.956
H 0.504 0.413 2.019
H -1.231 -0.015 2.061
H -0.629 1.184 0.925
H -1.201 -1.106 -0.045
H 1.685 -0.371 -0.692
H 0.257 0.599 -1.104
H 0.413 -1.120 -1.660
C -0.450 4.082 -2.315
C -0.083 3.185 -3.501
C 0.890 3.827 -4.497
C 0.418 5.120 -4.989
N 0.063 6.145 -5.369
H 0.484 4.348 -1.810
H -1.010 3.522 -1.565
H -1.014 4.965 -2.599
H -1.014 3.015 -4.057
H 0.286 2.220 -3.161
H 1.136 3.136 -5.301
H 1.831 4.012 -3.967
C -2.954 -5.022 4.465
C -3.165 -3.975 3.384
C -1.869 -3.423 2.795
C -0.977 -4.411 2.193
N -0.299 -5.184 1.685
H -3.888 -5.483 4.787
H -2.463 -4.583 5.336
H -2.312 -5.820 4.087
H -3.738 -3.116 3.742
H -3.758 -4.399 2.567
H -1.340 -2.829 3.542
H -2.061 -2.716 1.983
C -3.516 -2.573 -0.441
C -2.244 -3.283 -0.867
C -2.513 -4.646 -1.508
C -3.419 -4.525 -2.657
N -4.096 -4.438 -3.573
H -3.302 -1.747 0.237
H -4.246 -3.243 0.023
H -4.042 -2.147 -1.302
H -1.544 -3.444 -0.042
H -1.657 -2.640 -1.526
H -2.907 -5.398 -0.823
H -1.608 -5.103 -1.918
C 2.630 -2.460 -4.171
C 1.538 -3.412 -4.646
C 0.507 -3.765 -3.569
C 1.099 -4.219 -2.318
N 1.610 -4.554 -1.350
H 3.474 -2.482 -4.863
H 3.006 -2.763 -3.192
H 2.253 -1.441 -4.079
H 1.970 -4.322 -5.068
H 1.000 -2.975 -5.493
H -0.108 -4.568 -3.981
H -0.143 -2.916 -3.351
C 2.132 2.602 0.834
C 2.998 3.859 0.670
C 2.490 5.070 1.445
C 1.144 5.532 1.073
N 0.123 5.906 0.714
H 2.561 1.791 0.249
H 1.101 2.805 0.547
H 2.154 2.312 1.883
H 3.141 4.101 -0.386
H 3.990 3.627 1.068
H 3.115 5.945 1.242
H 2.499 4.879 2.518
C -0.245 -0.982 4.240
C 1.070 -0.235 4.492
C 1.223 0.308 5.899
C 1.061 -0.661 6.987
N 0.888 -1.418 7.838
H -1.112 -0.318 4.187
H -0.405 -1.776 4.971
H -0.170 -1.443 3.251
H 1.120 0.601 3.797
H 1.852 -0.956 4.244
H 0.403 1.010 6.120
H 2.126 0.905 6.029
C -3.251 2.363 3.777
C -2.642 2.556 2.382
C -1.560 3.618 2.265
C -0.376 3.353 3.085
N 0.577 3.138 3.688
H -4.110 1.695 3.692
H -3.634 3.325 4.121
H -2.564 1.879 4.469
H -3.464 2.735 1.690
H -2.208 1.609 2.049
H -1.945 4.598 2.549
H -1.222 3.631 1.228
C -2.762 1.189 -1.545
C -3.332 1.954 -2.731
C -4.709 2.583 -2.489
C -4.911 3.121 -1.144
N -5.070 3.545 -0.085
H -3.521 0.550 -1.086
H -2.455 1.838 -0.720
H -1.901 0.582 -1.817
H -3.275 1.371 -3.647
H -2.650 2.793 -2.912
H -5.508 1.871 -2.699
H -4.802 3.421 -3.183
C 7.042 -1.142 -3.463
C 7.410 -1.087 -1.981
C 6.255 -0.656 -1.092
C 5.081 -1.541 -1.123
N 4.167 -2.234 -1.101
H 7.948 -1.026 -4.067
H 6.327 -0.372 -3.742
H 6.679 -2.125 -3.768
H 8.175 -0.318 -1.842
H 7.875 -2.023 -1.677
H 5.952 0.364 -1.331
H 6.542 -0.637 -0.037
*
```

Calculated values
* HOMO level: -3.606 eV
* largest force on an atom: 1.5 eV Å⁻¹
* frontier orbital gap: 0.1993 Eh

***

# 3
ORCA calculation (ωB97M-V/def2-TZVPD) on a 2-piece molecular cluster, C2H9NS overall in a non-equilibrium geometry.

```
! RIJCOSX wB97M-V def2-TZVPD def2/J DEFGRID3
* xyz 0 1
N -2.542 -5.295 -2.071
H -2.922 -5.665 -1.219
H -1.661 -4.853 -1.883
H -3.126 -4.805 -2.720
C 0.759 2.166 -0.418
S 2.271 2.083 0.558
C 1.504 2.380 2.194
H 1.084 2.155 -1.463
H 0.363 3.150 -0.384
H 0.006 1.457 -0.077
H 2.321 2.403 2.906
H 1.006 3.345 2.155
H 0.938 1.479 2.422
*
```

Calculated values
* HOMO level: -8.533 eV
* largest force on an atom: 1.4 eV Å⁻¹
* frontier orbital gap: 0.3544 Eh

***

# 4
ORCA calculation (ωB97M-V/def2-TZVPD) on a 14-piece molecular cluster, C91H210N14O14 overall in a non-equilibrium geometry.

```
! RIJCOSX wB97M-V def2-TZVPD def2/J DEFGRID3
* xyz 0 1
C 6.575 3.585 -3.164
C 7.083 3.940 -1.791
C 6.174 4.896 -1.092
C 4.762 4.289 -0.868
C 5.000 3.103 0.113
C 5.928 2.006 -0.411
N 7.132 2.728 -0.899
O 7.934 1.677 -1.596
C 6.388 1.080 0.778
C 5.144 1.238 -1.467
C 8.541 4.431 -1.872
H 5.470 3.405 -3.253
H 7.173 2.772 -3.557
H 6.888 4.492 -3.723
H 6.582 4.939 -0.093
H 6.208 5.881 -1.644
H 4.440 3.984 -1.841
H 4.016 5.023 -0.524
H 4.002 2.609 0.221
H 5.257 3.527 1.048
H 6.813 0.136 0.379
H 6.938 1.515 1.590
H 5.444 0.722 1.234
H 5.805 0.671 -2.116
H 4.468 0.509 -0.948
H 4.580 1.983 -2.100
H 8.550 5.209 -2.640
H 9.203 3.568 -2.165
H 8.907 4.834 -0.919
H 8.537 1.437 -0.873
C 6.110 -4.015 1.385
C 5.135 -3.975 0.275
C 5.320 -2.698 -0.623
C 4.528 -2.863 -1.866
C 4.918 -4.029 -2.709
C 4.646 -5.267 -1.962
N 5.407 -5.132 -0.646
O 5.131 -6.372 0.109
C 3.129 -5.607 -1.972
C 5.315 -6.486 -2.652
C 3.762 -4.065 0.881
H 7.088 -3.868 0.978
H 6.123 -4.930 2.072
H 5.927 -3.191 2.064
H 5.075 -1.818 -0.025
H 6.410 -2.588 -0.918
H 4.558 -1.936 -2.428
H 3.499 -2.951 -1.511
H 6.025 -4.009 -3.019
H 4.293 -4.057 -3.582
H 2.826 -6.041 -2.909
H 2.812 -6.188 -1.104
H 2.412 -4.740 -1.819
H 6.357 -6.299 -2.936
H 5.228 -7.394 -2.034
H 4.825 -6.718 -3.625
H 3.702 -3.561 1.811
H 3.628 -5.135 1.024
H 2.888 -3.756 0.301
H 5.831 -6.404 0.784
C -2.888 -0.889 -1.743
C -1.929 0.013 -0.964
C -2.604 0.534 0.346
C -1.581 1.244 1.247
C -0.539 0.204 1.614
C 0.226 -0.402 0.440
N -0.732 -0.848 -0.549
O -0.225 -1.523 -1.669
C 1.253 0.604 -0.107
C 0.972 -1.650 0.949
C -1.511 1.257 -1.839
H -2.419 -1.033 -2.667
H -3.926 -0.492 -1.974
H -2.939 -1.891 -1.278
H -3.352 1.231 0.039
H -3.115 -0.288 0.885
H -1.968 1.573 2.250
H -1.026 2.023 0.733
H -1.011 -0.674 2.081
H 0.215 0.519 2.310
H 0.890 1.578 -0.393
H 2.089 0.812 0.593
H 1.870 0.182 -0.950
H 1.658 -1.487 1.765
H 0.229 -2.447 1.246
H 1.541 -1.991 0.084
H -2.409 1.815 -2.087
H -1.017 0.920 -2.784
H -0.832 1.864 -1.271
H 0.447 -0.972 -2.145
C -5.717 2.161 5.979
C -4.157 2.303 6.135
C -3.738 1.943 7.525
C -3.819 0.371 7.690
C -2.884 -0.239 6.652
C -3.307 0.122 5.245
N -3.406 1.561 5.113
O -3.968 1.872 3.878
C -2.157 -0.215 4.292
C -4.507 -0.672 4.769
C -3.786 3.771 5.862
H -5.930 1.069 5.919
H -6.105 2.508 5.012
H -6.314 2.498 6.828
H -2.723 2.260 7.693
H -4.283 2.361 8.337
H -4.806 -0.039 7.766
H -3.393 0.208 8.691
H -2.881 -1.337 6.822
H -1.881 0.193 6.820
H -1.324 0.435 4.577
H -1.794 -1.231 4.430
H -2.400 -0.078 3.288
H -4.319 -1.784 4.720
H -5.362 -0.533 5.410
H -4.740 -0.353 3.740
H -4.094 4.374 6.755
H -4.059 4.170 4.908
H -2.702 3.880 5.843
H -4.864 1.538 3.756
C -4.539 1.274 -4.519
C -5.206 1.418 -5.890
C -6.647 1.963 -5.705
C -7.252 2.325 -7.084
C -6.246 3.238 -7.769
C -4.808 2.697 -8.022
N -4.343 2.308 -6.657
O -3.039 1.919 -6.612
C -4.664 1.633 -9.074
C -4.004 3.984 -8.448
C -5.260 0.017 -6.501
H -3.548 0.930 -4.650
H -5.036 0.546 -3.915
H -4.446 2.240 -3.947
H -7.179 1.139 -5.218
H -6.581 2.889 -5.129
H -8.248 2.790 -6.924
H -7.471 1.393 -7.626
H -6.105 4.123 -7.103
H -6.585 3.579 -8.731
H -5.597 1.147 -9.270
H -4.320 2.018 -10.034
H -4.062 0.717 -8.796
H -2.965 3.823 -8.734
H -4.603 4.412 -9.294
H -4.070 4.678 -7.600
H -5.749 0.100 -7.472
H -5.743 -0.654 -5.817
H -4.221 -0.284 -6.617
H -2.856 0.943 -6.773
C -5.044 3.238 1.048
C -4.430 4.675 0.741
C -5.559 5.560 0.231
C -5.098 6.967 0.102
C -4.662 7.440 1.451
C -3.550 6.631 2.017
N -3.968 5.200 2.026
O -2.867 4.460 2.552
C -2.195 6.930 1.273
C -3.390 7.030 3.519
C -3.315 4.406 -0.307
H -4.434 2.523 1.598
H -5.167 2.716 0.052
H -5.939 3.352 1.665
H -5.964 5.103 -0.709
H -6.318 5.638 0.994
H -5.842 7.660 -0.178
H -4.302 7.000 -0.609
H -5.547 7.448 2.109
H -4.258 8.460 1.300
H -1.811 7.892 1.624
H -1.440 6.186 1.579
H -2.285 6.959 0.192
H -4.394 6.791 3.962
H -2.563 6.424 3.905
H -3.344 8.136 3.519
H -3.711 3.854 -1.138
H -2.538 3.800 0.181
H -2.764 5.253 -0.670
H -3.347 3.858 3.166
C 6.188 -4.206 5.653
C 6.348 -2.721 5.664
C 7.583 -2.448 4.822
C 7.898 -0.984 4.610
C 6.641 -0.397 3.891
C 5.347 -0.657 4.623
N 5.231 -2.137 4.916
O 4.069 -2.364 5.687
C 5.102 0.281 5.931
C 4.156 -0.286 3.747
C 6.481 -2.257 7.132
H 6.148 -4.412 4.636
H 5.322 -4.584 6.218
H 7.063 -4.629 6.132
H 8.411 -2.894 5.432
H 7.546 -2.930 3.846
H 8.768 -0.842 3.954
H 7.989 -0.539 5.596
H 6.626 -0.983 2.964
H 6.774 0.608 3.559
H 5.977 0.510 6.533
H 4.796 1.315 5.605
H 4.275 -0.091 6.499
H 4.209 0.793 3.550
H 4.370 -0.846 2.819
H 3.149 -0.515 4.063
H 7.145 -1.401 7.166
H 6.913 -3.007 7.780
H 5.528 -1.997 7.548
H 3.395 -2.719 5.061
C 1.221 5.055 -1.704
C 1.027 3.991 -2.763
C -0.093 4.279 -3.793
O -1.328 4.465 -3.205
C -2.354 4.533 -4.124
N 2.283 3.552 -3.437
H 0.308 5.124 -1.106
H 1.393 6.017 -2.140
H 2.096 4.819 -1.080
H 0.790 3.018 -2.285
H -0.124 3.464 -4.539
H 0.084 5.192 -4.404
H -3.325 4.483 -3.530
H -2.273 3.764 -4.968
H -2.373 5.510 -4.629
H 2.048 2.803 -4.096
H 2.661 4.296 -3.953
C 1.702 -5.445 3.855
C 0.540 -4.847 4.656
C 0.394 -3.320 4.475
O 1.438 -2.510 4.943
C 1.156 -2.066 6.301
N -0.848 -5.245 4.255
H 2.701 -5.218 4.242
H 1.660 -5.148 2.809
H 1.603 -6.555 3.871
H 0.522 -5.043 5.702
H -0.552 -2.976 4.979
H 0.129 -3.193 3.404
H 1.924 -1.377 6.542
H 1.172 -2.903 6.994
H 0.153 -1.674 6.273
H -0.948 -5.247 3.235
H -1.055 -6.196 4.587
C 0.189 0.871 -7.015
C -0.272 -0.374 -6.261
C -0.370 -0.362 -4.763
O 0.779 0.096 -4.132
C 1.942 -0.738 -4.130
N -1.651 -0.688 -6.816
H -0.507 1.686 -6.924
H 0.298 0.545 -8.058
H 1.085 1.270 -6.657
H 0.470 -1.145 -6.532
H -0.576 -1.371 -4.330
H -1.164 0.279 -4.437
H 2.268 -0.987 -5.149
H 1.695 -1.694 -3.610
H 2.683 -0.170 -3.616
H -1.769 -0.539 -7.804
H -1.898 -1.641 -6.574
C 0.174 4.352 3.177
C 1.163 3.186 3.009
C 2.615 3.531 2.902
O 2.860 4.505 1.846
C 3.424 5.706 2.387
N 1.114 2.365 4.297
H 0.655 5.158 3.758
H -0.646 4.031 3.784
H -0.148 4.720 2.215
H 0.926 2.511 2.151
H 3.198 2.586 2.650
H 2.853 3.863 3.881
H 4.310 5.487 2.986
H 2.750 6.131 3.095
H 3.686 6.343 1.565
H 0.123 2.255 4.573
H 1.600 1.482 4.280
C -2.469 -5.144 -6.608
C -2.988 -4.234 -5.409
C -3.877 -5.026 -4.494
O -4.447 -4.091 -3.576
C -5.296 -4.690 -2.604
N -1.880 -3.514 -4.750
H -2.076 -6.116 -6.243
H -1.750 -4.623 -7.185
H -3.280 -5.447 -7.277
H -3.581 -3.477 -5.883
H -3.402 -5.816 -3.950
H -4.772 -5.479 -5.006
H -5.704 -3.906 -1.958
H -4.753 -5.455 -2.050
H -6.186 -5.155 -3.024
H -1.322 -4.032 -4.078
H -2.283 -2.900 -4.058
C 0.355 -5.533 0.233
C -0.358 -5.719 -1.136
C -1.630 -6.538 -1.026
O -1.492 -7.704 -0.238
C -0.817 -8.781 -0.901
N -0.741 -4.489 -1.780
H -0.424 -5.386 1.032
H 1.034 -4.660 0.183
H 0.945 -6.424 0.550
H 0.320 -6.234 -1.836
H -1.887 -6.859 -2.035
H -2.454 -5.934 -0.572
H -0.925 -9.560 -0.177
H 0.251 -8.621 -1.139
H -1.359 -9.110 -1.824
H 0.022 -3.839 -1.942
H -1.344 -3.982 -1.112
C -2.585 -3.150 1.628
C -3.957 -3.820 1.749
C -4.906 -3.055 0.853
O -5.302 -1.865 1.495
C -5.992 -1.017 0.597
N -3.885 -5.187 1.285
H -2.256 -3.017 0.612
H -1.883 -3.727 2.279
H -2.609 -2.061 1.920
H -4.313 -3.681 2.752
H -5.713 -3.734 0.617
H -4.428 -2.762 -0.109
H -6.202 -0.123 1.211
H -6.896 -1.472 0.137
H -5.291 -0.631 -0.150
H -2.976 -5.629 1.595
H -4.647 -5.796 1.624
*
```

Calculated values
* HOMO level: -7.953 eV
* largest force on an atom: 3.2 eV Å⁻¹
* frontier orbital gap: 0.3126 Eh

***

# 5
ORCA calculation (ωB97M-V/def2-TZVPD) on C4H10O2S as an isolated structure in a non-equilibrium geometry.

```
! RIJCOSX wB97M-V def2-TZVPD def2/J DEFGRID3
* xyz 0 1
C -1.773 1.514 0.258
C -1.614 -1.004 0.255
C 1.249 -0.713 0.854
C 2.372 0.214 0.084
H -0.654 1.504 0.171
H -2.076 2.073 1.450
H -2.221 2.368 -0.567
H -2.069 -1.878 -0.183
H -1.495 -1.093 1.290
H 0.752 0.071 1.494
H 1.816 -1.459 1.212
H 3.292 0.444 0.792
H 2.898 -0.393 -0.666
H 1.076 1.039 -1.016
O -2.258 0.200 -0.200
O 1.753 1.409 -0.341
S 0.082 -0.976 -0.522
*
```

Calculated values
* HOMO level: -9.152 eV
* largest force on an atom: 6.8 eV Å⁻¹
* frontier orbital gap: 0.3678 Eh

***

For each record above, in turn, the calculated energy relative to the best compared isomer or geometry (same formula, charge and spin) values are 28.9 8.8 9.7 49.7 94.8 kcal/mol.